1.
Below is 2 unconnected molecules or ions with the total composition C8H14O2 in a non-equilibrium geometry, with properties calculated with the ωB97M-V functional and the def2-TZVPD basis.

The geometry in XYZ format:
```
24
Properties=species:S:1:pos:R:3:forces:R:3
H -1.7074 2.2405 0.0166 0.05 -0.20 0.01
H -1.5890 -0.4997 -1.3845 -0.02 0.30 0.00
H 1.3779 -0.4305 1.2990 -0.27 -0.03 -0.14
H -0.7721 -0.8697 4.6348 0.03 -0.02 0.02
C 1.8510 -1.9886 -3.0056 0.05 -0.12 -0.17
O 0.4363 1.3974 2.7303 0.55 1.21 -0.38
C 1.3715 -1.4670 -1.7257 -0.37 0.55 1.05
H 1.5548 -1.3253 -3.8304 0.08 -0.18 0.22
H 1.4315 -2.9848 -3.2033 0.12 0.26 0.04
C 0.0303 1.0269 0.4457 1.27 1.37 -1.38
H 2.9470 -2.0714 -3.0108 -0.30 0.02 0.01
H -1.1068 1.0367 -2.1332 -0.16 -0.14 0.20
H 0.0666 -0.2434 3.5175 0.10 -0.13 0.17
H 0.6876 1.5936 -0.2785 -0.65 -0.83 -0.18
C 0.9807 -1.0073 -0.6744 0.36 -0.38 -1.11
H 0.0025 2.9742 1.5310 0.63 -0.03 -0.07
O -0.0648 -1.0676 4.0149 -0.11 0.03 -0.13
H -2.7945 0.7839 -1.6275 0.25 -0.06 0.06
H -2.0713 0.6899 0.7747 0.16 0.10 -0.14
C -1.4398 1.1726 0.0118 0.00 0.14 0.18
C -1.7473 0.5864 -1.3609 -0.05 -0.09 -0.21
C 0.5359 -0.4140 0.5904 -0.01 -0.07 0.36
C 0.2756 1.9033 1.6321 -1.95 -1.84 1.63
H -0.2561 -1.0364 1.0362 0.24 0.15 -0.04
```
Forces are in eV/Å.

The calculation puts the relative energy (zero: lowest compared OMol25 entry of this formula, charge and spin) at 45.5 kcal/mol. The total energy comes out at -463.63330 Ha. For the max |F|, the calculation gives 3.1 eV/A. Its SMILES is CC#CC[C@H](C=O)CC.O. As for the HOMO energy: -9.5 eV.



2.
Below is 2 unconnected molecules or ions with the total composition C8H14O3S in a non-equilibrium geometry, with properties calculated with the ωB97M-V functional and the def2-TZVPD basis.

The geometry in XYZ format:
```
26
Properties=species:S:1:pos:R:3:forces:R:3
H 0.1524 -2.6505 -0.5674 0.00 -0.47 0.07
H -0.8998 0.8631 -1.5710 0.28 -0.91 -0.78
H -0.1139 -0.4876 2.8098 0.46 -0.19 -0.47
C -1.1342 -0.2309 -1.7623 -0.01 3.33 0.53
H -1.5934 -2.7919 -0.9334 0.71 0.84 0.54
H 2.0158 2.0025 -2.5039 -0.03 -0.62 1.03
C -1.1451 -0.4690 2.4969 -1.07 -0.34 0.35
C -0.8265 -2.2675 -0.2875 -0.86 -2.79 1.07
H 1.6154 1.7433 1.4685 1.34 -0.19 -2.09
C 1.2188 -0.2597 0.0453 -2.57 -0.47 -1.97
O -2.9686 -0.0275 0.6963 -0.11 -0.48 0.15
C 1.7379 0.9512 -0.6282 -0.92 -0.18 0.74
H -1.0524 -2.6363 0.7757 0.50 0.67 -1.42
H -1.6208 0.2992 3.1164 -0.06 0.08 -0.27
C 2.1700 1.8958 0.4372 0.46 0.21 2.41
H 1.9256 2.9084 0.2503 -0.20 1.10 -0.76
O 1.7832 -0.8675 0.8657 0.22 -1.18 1.04
S -1.5398 0.1411 0.8290 -1.20 0.05 0.31
H -2.2108 -0.0420 -1.9838 0.52 -1.37 0.01
H -0.4771 -0.5718 -2.5566 -0.55 -0.22 -0.23
C -0.7653 -0.8235 -0.4509 2.38 1.63 1.34
H -1.6930 -1.4135 2.7596 0.69 0.77 -0.68
O -1.0934 1.5062 0.7111 0.84 0.11 0.24
H 1.5055 0.2828 -2.6439 -0.29 0.04 0.63
H 3.2920 1.8581 0.5625 -1.21 -0.17 0.17
C 1.7175 1.0875 -1.9355 0.66 0.78 -1.96
```
Forces are in eV/Å.

The calculation puts the relative energy (zero: lowest compared OMol25 entry of this formula, charge and spin) at 63.8 kcal/mol. The total energy comes out at -937.00064 Ha. For the max |F|, the calculation gives 3.4 eV/A. As for the HOMO energy: -8.8 eV.



3.
Below is a molecular structure, C8H14O5S2 in a non-equilibrium geometry, with properties calculated with the ωB97M-V functional and the def2-TZVPD basis.

The geometry in XYZ format:
```
29
Properties=species:S:1:pos:R:3:forces:R:3
C -1.8190 -0.6306 -0.6459 0.02 -0.21 0.91
H 2.2241 2.9485 0.6031 0.10 0.00 -0.11
C -0.7820 -0.0072 -1.2660 0.35 0.16 -0.48
C 1.7165 3.3123 1.4869 -0.54 -0.70 0.10
H 1.3066 4.3017 1.3291 -0.21 0.11 -0.03
O -2.0769 -1.9283 -0.6775 -0.19 0.76 0.19
H 0.9684 -0.9121 -2.1150 -0.05 0.00 -0.22
C -0.7869 -2.0106 -2.7296 -0.02 0.08 0.28
C -1.1523 -2.7145 -1.4279 0.48 -0.53 -0.62
O -0.5783 2.2480 0.6841 0.04 0.36 -0.02
C 1.0331 0.5524 1.8779 -1.36 0.35 -1.68
H -0.0442 -0.0454 -3.2638 0.02 0.01 0.05
H -2.4870 -0.0939 0.0170 -0.09 0.00 -0.03
O 1.3768 -1.3511 0.1230 -0.57 -0.09 0.15
O 1.8045 0.9509 -0.5818 -0.48 0.39 -0.51
H -1.7062 -1.8022 -3.2817 0.00 -0.06 -0.07
C -0.0652 -0.7045 -2.3942 -0.01 -0.22 -0.26
O -0.2201 2.5226 3.0992 0.26 -0.17 0.25
H 2.3577 3.3028 2.3580 0.12 -0.06 0.14
H -1.6521 -3.6700 -1.5964 0.06 0.14 0.05
H -0.1591 -2.6625 -3.3343 -0.02 -0.04 -0.02
C 0.2373 -0.3528 2.7550 0.04 -0.18 0.55
S 1.0481 0.0499 0.2399 2.52 -0.93 1.00
H 0.6128 -1.3710 2.6702 -0.03 0.01 0.07
H -0.7534 1.0695 -1.2210 -0.23 0.10 0.05
H -0.8299 -0.3331 2.5234 -0.12 -0.07 0.06
H -0.2524 -2.8641 -0.8231 -0.18 -0.02 0.01
S 0.3326 2.1964 1.8111 0.08 0.90 0.13
H 0.3462 -0.0011 3.7804 -0.02 -0.09 0.06
```
Forces are in eV/Å.

The calculation puts the relative energy (zero: lowest compared OMol25 entry of this formula, charge and spin) at 0.0 kcal/mol. The total energy comes out at -1485.66497 Ha. For the max |F|, the calculation gives 2.9 eV/A. As for the HOMO energy (alpha / beta): -9.0 / -9.0 eV.



4.
Below is a single C8H14O6 molecule in a non-equilibrium geometry, with properties calculated with the ωB97M-V functional and the def2-TZVPD basis.

The geometry in XYZ format:
```
28
Properties=species:S:1:pos:R:3:forces:R:3
H -3.8349 2.7436 0.4559 -0.19 0.11 -0.24
H 2.7008 1.1462 -0.3751 0.25 0.20 -0.26
O -2.9930 0.6480 -0.4463 -1.05 -1.91 -4.99
H 1.4463 -2.6170 1.0797 0.04 -0.29 -0.21
O 1.5085 0.6551 -3.4910 -0.72 3.77 -2.91
H -0.7930 -2.0324 1.7293 -0.28 -0.08 -0.02
C 2.0980 0.2742 -0.6025 0.55 0.23 0.41
C -0.0535 -1.2459 1.6399 -0.03 0.29 -0.64
H -3.3464 2.4052 2.1063 0.17 0.02 0.24
H 3.1017 -1.2863 0.3683 0.42 0.09 0.02
H 0.3589 -1.0665 2.6269 0.08 0.03 0.23
H -0.0582 0.8589 1.3716 -0.30 0.47 -0.10
H -0.7707 -0.2877 -2.6617 0.18 -0.08 0.12
O 2.5973 -0.2984 -1.8432 0.46 -0.55 1.14
C 1.0436 -1.6967 0.6666 0.21 0.12 1.10
C 1.6500 -0.2150 -2.7601 0.14 -2.62 0.95
O -2.0530 0.1660 1.4681 0.92 0.21 1.06
O 0.8439 -1.3189 -2.7406 0.26 -0.35 1.49
C -2.6975 0.9868 0.6105 0.16 2.14 3.40
H 0.6045 -1.9014 -0.3042 0.05 -0.16 -0.19
C -0.6856 0.0198 1.0706 0.09 -1.25 0.33
C 2.2097 -0.6990 0.5503 -0.48 -0.68 -0.63
H 2.3565 -0.1581 1.4789 -0.01 0.14 0.21
C -3.0290 2.3765 1.0704 -0.22 -0.04 0.60
H -2.1775 3.0331 0.9262 0.26 0.04 0.12
H -0.6812 -0.1136 -0.0034 -0.04 0.27 -0.37
O -0.4387 -1.0146 -3.2145 -0.68 -0.13 -0.95
H 1.0925 0.6383 -0.7768 -0.25 0.00 0.07
```
Forces are in eV/Å.

The calculation puts the relative energy (zero: lowest compared OMol25 entry of this formula, charge and spin) at 52.9 kcal/mol. The total energy comes out at -764.54539 Ha. For the max |F|, the calculation gives 5.4 eV/A. Its SMILES is CC(=O)OCCCCCOC(=O)OO. As for the HOMO energy: -10.8 eV.



5.
Below is a single C8H14OS molecule in a non-equilibrium geometry, with properties calculated with the ωB97M-V functional and the def2-TZVPD basis.

The geometry in XYZ format:
```
24
Properties=species:S:1:pos:R:3:forces:R:3
C 0.1666 1.1823 -0.6226 0.14 1.92 -0.31
H 0.9521 2.8095 0.6068 0.28 0.66 -0.15
H -0.1183 1.6943 1.3690 0.35 -0.24 0.71
C 1.5661 -1.4417 1.4546 -1.30 0.73 2.53
H -2.4681 -0.6612 -0.1982 -0.37 0.47 -0.32
H -3.5812 -1.2058 1.0650 -0.29 -0.02 1.41
C 0.3032 -1.3026 0.6101 0.54 -0.05 -0.67
C 0.7193 1.7715 0.6839 -1.14 -0.66 -0.28
H 0.0755 -0.8797 -1.4454 -0.58 0.41 -0.61
S -1.5893 1.3780 -0.7446 -0.89 -0.04 0.00
C 0.5225 -0.3277 -0.6360 2.35 -1.48 -1.58
C 0.8461 2.0803 -1.8286 0.25 -2.54 -1.41
H 2.0633 -2.3906 1.3949 -0.11 -0.63 -0.26
H -3.5986 -2.1309 -0.4613 -0.13 0.84 0.24
O -1.9406 -2.4837 0.4667 2.83 -0.20 1.22
C -0.7538 -2.1105 0.7220 -0.36 2.01 -1.66
H 2.3693 -0.6760 1.4389 -1.07 -0.17 -0.65
C -3.0082 -1.5125 0.2368 -0.14 -0.67 -1.90
H 0.1680 2.2110 -2.7076 0.22 -0.14 1.02
H 1.0784 -1.3523 2.4582 1.21 -0.30 -0.10
H 1.2967 3.0493 -1.6132 -0.50 -0.08 0.83
H 1.6983 1.5074 -2.2715 -0.33 0.19 0.34
H 1.6554 -0.3928 -0.9202 -1.60 -0.12 0.89
H 1.5776 1.1845 0.9422 0.62 0.10 0.69
```
Forces are in eV/Å.

The calculation puts the relative energy (zero: lowest compared OMol25 entry of this formula, charge and spin) at 151.7 kcal/mol. The total energy comes out at -786.39776 Ha. For the max |F|, the calculation gives 3.2 eV/A. As for the HOMO energy: -6.8 eV.